1.
16
Properties=species:S:1:pos:R:3 method="wB97M-V/def2-TZVPD" e_above_lowest_ev=3.011
C 0.63806 0.88321 0.08254
C 1.43019 -0.36604 -0.07591
C 2.03239 -0.40947 -1.50595
C -2.57764 0.42627 1.49611
N -0.60507 0.95457 0.38218
N -1.41400 -0.05271 0.68864
O 2.95726 0.34652 -1.84254
O 1.39969 -1.21851 -2.37286
H 1.23751 1.78486 -0.22534
H 2.24829 -0.27405 0.59965
H 0.79617 -1.34864 0.06824
H -3.00603 1.33926 1.05682
H -3.24225 -0.37158 1.42138
H -2.45006 0.64261 2.51044
H -1.20820 -1.03889 0.95794
H 1.76371 -1.29739 -3.24133


2.
16
Properties=species:S:1:pos:R:3 method="wB97M-V/def2-TZVPD" smiles="C=CNC(N)=O.C=O" e_above_lowest_ev=2.726
C 1.06253 1.56249 -0.30640
N 0.02758 0.23603 0.88213
C -1.33375 0.38463 0.50143
N -1.59392 0.12844 -0.80115
C 0.86152 -0.94847 0.45991
C 0.44389 -2.03945 -0.16375
O 1.16734 0.80349 -1.29771
O -2.13732 0.80158 1.30469
H 0.14043 0.49146 1.85809
H -2.51347 0.37745 -1.12662
H -0.82079 0.02690 -1.44660
H 1.92368 1.69214 0.36783
H 0.34670 2.39545 -0.28327
H 1.80914 -0.92127 0.98067
H -0.49419 -2.10951 -0.68429
H 1.11064 -2.88138 -0.24497


3.
16
Properties=species:S:1:pos:R:3 method="wB97M-V/def2-TZVPD" smiles="C[C@H]1CC(=O)N(N)O1" e_above_lowest_ev=4.807
C 0.04958 -1.80664 -0.62362
C -0.18517 -0.56820 -1.42815
C -0.33639 0.52037 -0.35607
C 1.01172 0.80201 0.38534
N -0.87473 -1.70323 0.33010
N -0.79067 -2.32722 1.47210
O 0.83956 -2.68392 -0.90115
O -1.32809 -0.13776 0.41381
H 0.46869 -0.41279 -2.20961
H -1.09880 -0.72987 -1.97390
H -0.82749 1.53795 -0.58573
H 0.97678 0.52968 1.43998
H 1.26831 1.75174 0.20896
H 1.81455 0.17644 -0.19654
H -1.53608 -2.83388 1.81828
H -0.14344 -1.87223 2.09707


4.
17
Properties=species:S:1:pos:R:3 method="wB97M-V/def2-TZVPD" e_above_lowest_ev=7.583
C -0.71869 -0.68638 1.87927
C 0.21334 -1.29987 0.93698
C -0.82970 0.51375 0.92967
C 0.61704 0.23603 -1.05344
N -0.21791 -0.34951 -0.08572
N -0.19839 1.01484 -1.92725
O -1.09536 1.71154 -1.54532
O 0.28857 0.91078 -3.03719
O 1.49671 -0.49764 -1.70721
H -1.63687 -1.23805 2.04924
H -0.34365 -0.37677 2.84010
H 1.21282 -1.19712 1.16539
H 0.13775 -2.42557 0.62963
H -1.80115 0.98326 0.65141
H 0.07588 1.27434 1.07466
H 1.20969 1.44217 -0.27745
H 1.58994 -0.01581 -2.52276


5.
17
Properties=species:S:1:pos:R:3 method="wB97M-V/def2-TZVPD" smiles="NCC(=O)NCC(=O)O" e_above_lowest_ev=6.239
N -3.26643 -0.24707 -0.33417
H -3.04324 0.07851 -1.37377
H -3.45712 0.64432 0.10286
C -1.99260 -0.76154 0.05635
C -0.90840 0.14100 -0.11481
O -1.14828 1.33882 -0.37755
N 0.14407 -0.21017 0.76829
H 0.34826 -1.03896 0.69480
C 1.37840 0.73358 0.39091
H 1.24231 1.53500 -0.14415
H 1.71123 1.26684 1.48456
C 2.44620 -0.00076 -0.24074
O 2.50250 -1.44942 -0.51208
O 3.66185 0.72828 -0.30763
H 4.33899 0.09073 -0.86791
H -2.25285 -1.09629 1.24153
H -1.70488 -1.75287 -0.46652


6.
17
Properties=species:S:1:pos:R:3 method="wB97M-V/def2-TZVPD" smiles="NCC(=O)NCC(=O)O" e_above_lowest_ev=1.467
C 0.37301 -1.69136 -0.12286
C -0.86019 -1.11439 0.68643
C -0.71839 1.19930 -0.34993
C 0.51463 2.07446 0.05577
H 2.02735 -1.14266 -1.07344
H 0.83485 -0.85847 -1.98241
H -0.08240 -2.61834 -0.49754
H 1.07689 -2.07327 0.69723
H -2.05315 0.17012 0.98582
H -0.48824 0.84312 -1.31188
H -1.54867 1.90968 -0.41371
H 0.55428 0.97085 1.60010
N 1.11525 -0.82569 -1.00560
N -1.11209 0.19492 0.66094
O -1.53479 -1.89879 1.26388
O 0.95929 3.02084 -0.54166
O 0.94238 1.83968 1.34887


7.
17
Properties=species:S:1:pos:R:3 method="wB97M-V/def2-TZVPD" e_above_lowest_ev=3.549
O -0.77181 0.28275 2.96664
C 0.08106 -0.17538 2.22661
N 0.12452 -0.03107 0.87945
C 1.01586 -0.81674 0.03425
C 1.07058 -0.02014 -1.26240
N -0.25908 0.58081 -1.34007
C -0.77366 0.86005 0.14489
O -0.91746 2.04054 0.45602
H 0.95253 -0.74295 2.61212
H 2.00023 -0.92381 0.50239
H 0.59557 -1.81737 -0.14842
H 1.81860 0.77936 -1.19732
H 1.28602 -0.64372 -2.13606
H -0.32414 1.43883 -1.88044
H -1.38035 -0.05848 -1.56666
O -2.28146 0.08094 -0.29483
H -2.23699 -0.83360 0.00384


8.
17
Properties=species:S:1:pos:R:3 method="wB97M-V/def2-TZVPD" smiles="COC1=NCC(=O)N1.O" e_above_lowest_ev=2.023
C -3.99910 0.20667 -1.04680
O -3.66317 -1.17259 -0.89768
C -2.37975 -1.47282 -0.82410
N -1.40009 -0.67971 -0.61420
C -0.18349 -1.41520 -0.91046
C -0.56068 -2.88918 -0.97351
O 0.06756 -3.83651 -1.39111
N -2.07271 -2.82114 -0.86113
H -5.08302 0.23551 -1.18644
H -3.71242 0.76214 -0.14550
H -3.48917 0.62728 -1.92181
H 0.25890 -1.11099 -1.87189
H 0.58296 -1.26972 -0.13313
H -2.71226 -3.53618 -1.18438
H -0.34249 -3.21621 1.85498
O -0.56379 -4.08100 1.48090
H -1.49411 -3.89932 0.95669


9.
18
Properties=species:S:1:pos:R:3 method="wB97M-V/def2-TZVPD" total_charge=-1 smiles="C[C@]1([P@](=O)([O-])O)N=CCN1" e_above_lowest_ev=0.000
C -0.98383 1.51618 0.87282
C -1.21338 1.35473 -0.61399
C -0.02327 -0.36490 0.35682
C -0.09832 -1.81226 0.77006
N -0.38024 0.54017 1.39484
N -0.84553 -0.04256 -0.82899
O 2.68978 -0.46512 0.95361
O 1.89455 -0.84253 -1.43904
O 1.81904 1.52095 -0.48021
P 1.77538 0.08942 -0.06759
H -1.28512 2.38482 1.43611
H -2.23663 1.58532 -0.93313
H -0.50972 1.99648 -1.15395
H 0.26484 -2.43320 -0.04533
H -1.12044 -2.10136 1.03245
H 0.55382 -1.94439 1.62767
H -1.68440 -0.62567 -0.79767
H 1.38348 -0.35608 -2.08448


10.
18
Properties=species:S:1:pos:R:3 method="wB97M-V/def2-TZVPD" smiles="C=CC(=O)O.NOC(N)=O" e_above_lowest_ev=3.423
C 1.11669 0.91056 -1.17454
N -1.27011 0.34958 -1.76712
N 1.26523 -0.32371 -1.69685
O -0.42666 1.22644 -0.94504
O 1.98887 1.66046 -0.81269
H -2.08447 0.21274 -1.16610
H -1.61146 0.93957 -2.52482
H 0.38782 -0.79715 -1.88293
H 2.15825 -0.77443 -1.54849
C 0.82677 -0.14566 1.57764
C -0.59478 0.34040 1.32539
C -1.61163 -0.56609 1.41237
O 1.07748 -1.37330 1.04453
O 1.62526 0.40946 2.30337
H 1.99918 -1.55362 1.31663
H -0.74043 1.31711 1.77631
H -1.52785 -1.54168 0.94639
H -2.57816 -0.29067 1.81597


11.
16
Properties=species:S:1:pos:R:3 method="wB97M-V/def2-TZVPD" smiles="N[C@@H]1C[C@H]1ONC=S" e_above_lowest_ev=5.287
C 1.05280 -1.37579 -1.10962
C 1.61434 -0.28397 -0.17447
C 0.45079 -1.21877 0.25319
C -1.22362 1.49463 1.04958
H 2.74840 -2.33082 -1.50293
H 1.52609 -3.23227 -0.28747
H 0.58333 -0.85726 -1.87493
H 2.56034 -0.70996 0.32610
H 1.53373 0.78474 -0.35740
H 0.67490 -2.10391 0.95969
H -1.61789 -0.26775 2.11223
H -1.24798 2.06403 2.00733
N 1.64214 -2.62256 -1.31352
N -1.10265 0.13918 1.37702
O -0.92851 -0.85420 0.37890
S -0.90469 2.44836 -0.31065


12.
16
Properties=species:S:1:pos:R:3 method="wB97M-V/def2-TZVPD" e_above_lowest_ev=6.043
C -0.38092 0.19121 -1.44734
C 0.28832 -0.97588 0.56215
C 1.13134 -0.01890 1.08650
C 1.12550 1.66545 1.01434
H -2.30532 -1.89918 -0.57847
H -1.28119 -1.73106 -2.24039
H 0.54672 0.56714 -1.04174
H 0.00699 -1.98031 0.97596
H 1.63307 -0.66025 1.71879
H 1.61448 1.90045 -0.12465
H 1.71112 2.11979 1.98441
H -0.64073 1.06134 1.64375
N -1.31336 -2.02623 -1.07223
N -0.61379 -0.79435 -0.58004
O -0.34086 1.90294 1.06118
S -1.18137 0.67786 -2.96221


13.
16
Properties=species:S:1:pos:R:3 method="wB97M-V/def2-TZVPD" smiles="C=NN[C@@H]1[C@@H](O)[C@@H]1S" e_above_lowest_ev=5.919
C 0.26484 0.79677 -0.43715
C 1.54475 0.19153 0.30836
C 0.07410 -0.26757 0.57483
C -2.58544 -0.40948 -0.21325
H 0.86892 2.82943 0.26153
H 0.28842 0.50587 -1.57436
H 1.85643 0.70418 1.30208
H 3.45636 -0.27672 -1.19949
H -0.23722 0.14921 1.50843
H -0.18255 -2.43721 0.24612
H -2.08175 0.73027 -0.01799
H -3.42210 -0.71875 -0.76062
N -0.61439 -1.39103 0.19980
N -1.93032 -1.53226 -0.05737
O -0.03821 2.14673 -0.00526
S 2.73818 -1.02096 -0.13566


14.
16
Properties=species:S:1:pos:R:3 method="wB97M-V/def2-TZVPD" smiles="O=CN1C[C@H](S)CN1" e_above_lowest_ev=1.257
C 0.50890 -0.26609 -1.08976
C 0.77501 -1.22895 0.09725
C -0.20438 0.92889 -0.45718
C -0.44220 1.19351 1.99514
H -0.79156 -0.13297 -2.99441
H 1.44556 0.07408 -1.65698
H 0.86790 -2.30981 -0.09322
H 1.70848 -0.93953 0.57705
H -1.10920 -1.50286 0.55369
H -1.12467 1.22139 -1.07821
H 0.49908 1.78065 -0.34584
H -0.32187 0.60178 2.94200
N -0.35185 -0.96006 0.98639
N -0.55045 0.38161 0.87978
O -0.38748 2.40046 1.95115
S -0.52126 -1.24210 -2.26685


15.
16
Properties=species:S:1:pos:R:3 method="wB97M-V/def2-TZVPD" smiles="CS[C@@H]1C=NN(C)O1" e_above_lowest_ev=4.178
C -0.55153 1.75207 -0.07282
C 0.41519 0.72548 -0.58949
C -2.46667 -1.01751 0.69500
C 2.88465 -0.54016 -0.17425
N -1.71596 1.30241 0.20667
N -1.81932 0.01348 -0.12689
O -0.50392 -0.51894 -0.66128
S 1.70141 0.52554 0.68591
H -0.17679 2.80777 -0.06808
H 0.98633 0.75335 -1.47080
H -2.25798 -1.89461 0.19105
H -2.17734 -1.05321 1.81905
H -3.61180 -0.76212 0.61376
H 3.13520 0.10251 -1.09907
H 2.32213 -1.41859 -0.35018
H 3.83639 -0.77748 0.40141


16.
16
Properties=species:S:1:pos:R:3 method="wB97M-V/def2-TZVPD" smiles="S[C@H]1CN=CNOC1" e_above_lowest_ev=2.751
C 1.07249 -0.09137 0.67799
C 0.69260 -1.29299 -0.22025
C -1.48774 0.81254 -0.54691
C -0.18112 0.52881 1.39712
H 1.13809 1.23301 -1.17532
H 1.73401 -0.47636 1.43993
H 0.82876 -2.23866 0.32510
H 1.25283 -1.23366 -1.19027
H -1.51846 -0.48580 -2.11130
H -2.15030 1.48810 -1.13852
H 0.16920 1.27030 2.11487
H -0.63527 -0.34989 1.89505
N -0.99372 -0.20865 -1.30750
N -1.23291 1.22288 0.64239
O -0.67605 -1.36738 -0.61131
S 1.98759 1.18913 -0.19106


Calculated total energy values (in eV) by entry order: -11351.101, -11351.387, -11349.306, -13394.105, -13395.450, -13400.221, -13398.140, -13399.665, -22693.351, -15445.425, -20135.548, -20134.791, -20134.915, -20139.578, -20136.656, -20138.083.
HOMO values (in eV) by entry order: -8.59, -9.43, -9.65, -9.26, -9.96, -9.99, -9.55, -9.55, -4.74, -9.84, -8.67, -8.55, -8.37, -9.53, -8.27, -9.04.
Kohn-Sham gap values (in eV) by entry order: 9.30, 10.27, 10.49, 8.88, 9.66, 10.46, 9.84, 10.10, 8.48, 10.34, 8.96, 8.43, 8.74, 10.20, 9.16, 9.78.